[1]
{
  "formula": "C3H4P2",
  "method": "wB97M-V/def2-TZVPD",
  "total_charge": 0,
  "smiles": "C1=PC=[PH]=C1",
  "e_above_lowest_kj_mol": 14.1,
  "symbols": ["C", "C", "C", "P", "P", "H", "H", "H", "H"],
  "coordinates": [[-0.205, 1.288, 0.329], [0.114, 0.779, -0.864], [-0.356, -1.391, 0.626], [-0.645, -0.061, 1.624], [0.106, -1.012, -1.133], [-0.404, 2.311, 0.795], [0.261, 1.470, -1.594], [-0.309, -2.387, 1.037], [1.438, -0.997, -0.820]],
  "nbo_charge": [-0.48, -0.49, -0.95, 0.64, 0.58, 0.24, 0.22, 0.24, 0.00]
}


[2]
{
  "formula": "C3H4S",
  "method": "wB97M-V/def2-TZVPD",
  "total_charge": 0,
  "smiles": "SC1C=C1",
  "e_above_lowest_kj_mol": 253.3,
  "symbols": ["C", "C", "C", "S", "H", "H", "H", "H"],
  "coordinates": [[-0.949, 0.644, 0.052], [-0.795, -0.299, 0.957], [-0.054, -0.502, -0.265], [2.153, -0.073, -0.178], [-1.668, 1.422, -0.237], [-0.663, -0.563, 2.010], [0.097, -1.253, -1.069], [1.879, 0.623, -1.271]],
  "nbo_charge": [-0.14, -0.17, -0.18, -0.36, 0.25, 0.25, 0.24, 0.11]
}


[3]
{
  "formula": "C3H4S",
  "method": "wB97M-V/def2-TZVPD",
  "total_charge": 0,
  "e_above_lowest_kj_mol": 624.6,
  "symbols": ["C", "C", "C", "S", "H", "H", "H", "H"],
  "coordinates": [[0.727, -0.407, 0.180], [-0.506, -0.478, -0.605], [0.223, 0.847, -0.264], [0.823, -1.023, 3.033], [-0.241, -1.146, -1.470], [-1.498, -0.859, -0.277], [-0.261, 1.514, 0.377], [0.734, 1.551, -0.974]],
  "nbo_charge": [0.23, -0.63, -0.61, -0.07, 0.27, 0.28, 0.28, 0.26]
}